(1)
7
Properties=species:S:1:pos:R:3 method="wB97M-V/def2-TZVPD" e_homo_ev=-9.7864 orbital_gap_ev=9.826 e_above_lowest_kcal_mol=33.9
N -0.126 1.010 0.588
S 0.279 -0.500 -0.494
O 0.423 -0.010 -1.861
S -0.995 -1.889 -0.041
H -1.002 1.210 0.298
H -0.146 0.601 1.495
H 1.566 -0.422 0.015

---

(2)
11
Properties=species:S:1:pos:R:3 method="wB97M-V/def2-TZVPD" e_homo_ev="-19.0546 / -19.2495" s2=0.755 orbital_gap_ev="6.093 / 6.345" multiplicity=2 e_above_lowest_kcal_mol=108.1 charge=+2
C 2.428 0.074 -0.592
C 1.289 0.788 -0.789
H 0.737 1.682 -0.496
Zn 3.137 -1.769 -0.269
O 2.512 0.953 -1.671
O -0.309 -0.546 -0.092
C -1.425 -0.438 0.407
O -1.917 0.652 0.949
O -2.162 -1.503 0.599
H -1.312 1.404 0.875
H -2.979 -1.298 1.079

---

(3)
39
Properties=species:S:1:pos:R:3 method="wB97M-V/def2-TZVPD" e_homo_ev=-3.0053 orbital_gap_ev=5.019 e_above_lowest_kcal_mol=8.3 charge=-1
K 0.196 -0.065 -0.240
Te -1.639 -2.933 -1.367
Te 0.512 -2.399 -2.930
Te 2.554 -2.619 -1.149
Te 3.597 -0.120 -1.266
C -0.269 -0.068 5.132
Sb -0.112 0.083 2.992
C -2.222 0.152 2.592
C 0.026 2.220 2.799
C -1.080 3.217 2.984
C -1.597 3.414 4.266
C -2.690 4.221 4.523
C -3.302 4.888 3.470
C -2.753 4.771 2.206
C -1.632 3.976 1.943
C -1.032 4.078 0.569
Sb -1.660 2.575 -0.857
C -3.770 2.878 -0.662
C -1.450 3.859 -2.558
H -1.263 0.237 5.456
H 0.487 0.554 5.611
H -0.103 -1.102 5.428
H -2.673 0.959 3.174
H -2.678 -0.800 2.859
H -2.408 0.325 1.530
H 0.519 2.278 1.830
H 0.790 2.374 3.564
H -1.118 2.902 5.091
H -3.059 4.329 5.535
H -4.165 5.519 3.638
H -3.173 5.347 1.389
H 0.059 4.031 0.586
H -1.315 5.031 0.122
H -4.004 3.940 -0.745
H -4.113 2.509 0.304
H -4.278 2.327 -1.452
H -2.006 4.779 -2.375
H -1.839 3.368 -3.448
H -0.398 4.095 -2.718

---

(4)
56
Properties=species:S:1:pos:R:3 method="wB97M-V/def2-TZVPD" e_homo_ev=-11.0750 orbital_gap_ev=6.510 e_above_lowest_kcal_mol=15.5 charge=+1
O -4.324 1.324 0.080
P -4.915 -0.062 -0.609
I -5.014 -1.649 1.233
C -6.702 0.353 -1.110
C -7.466 1.256 -0.095
N -8.520 0.542 0.596
C -8.705 -0.667 0.200
S -7.703 -1.183 -1.060
H -4.724 2.095 -0.356
H -6.666 0.863 -2.061
H -6.728 1.410 0.698
H -7.695 2.253 -0.442
H -9.040 0.975 1.346
H -9.455 -1.248 0.709
C -0.531 1.785 1.128
O -1.200 0.558 0.819
H 0.520 1.664 0.879
H -0.942 2.606 0.535
H -0.616 2.024 2.191
H -2.129 0.658 1.042
C 1.245 -1.522 -0.313
O 0.154 -2.053 0.448
H 1.935 -2.327 -0.541
H 0.870 -1.089 -1.243
H 1.760 -0.757 0.260
H -0.436 -1.312 0.634
C -0.763 -1.780 3.497
O -1.110 -3.115 3.141
H -1.335 -1.496 4.378
H 0.304 -1.719 3.726
H -1.001 -1.100 2.676
H -0.591 -3.344 2.361
C 3.315 2.103 -0.528
O 3.070 1.476 0.747
H 2.486 1.871 -1.187
H 3.406 3.187 -0.424
H 4.237 1.696 -0.945
H 3.819 1.690 1.313
C 7.148 0.140 -1.145
O 5.878 0.423 -1.731
H 7.567 1.076 -0.786
H 7.038 -0.549 -0.305
H 7.825 -0.295 -1.883
H 5.516 -0.412 -2.044
C 5.070 -1.472 1.544
O 4.014 -1.323 0.602
H 5.574 -2.414 1.342
H 5.792 -0.655 1.450
H 4.677 -1.492 2.564
H 3.580 -0.480 0.794
C 1.770 0.325 -4.350
O 1.983 0.463 -2.948
H 1.037 1.068 -4.653
H 2.698 0.496 -4.900
H 1.387 -0.671 -4.587
H 2.638 -0.191 -2.685

---

(5)
10
Properties=species:S:1:pos:R:3 method="wB97M-V/def2-TZVPD" e_homo_ev="0.8205 / -3.7210" s2=0.754 orbital_gap_ev="4.330 / 8.428" multiplicity=2 e_above_lowest_kcal_mol=49.5 charge=-1
C 1.370 -0.290 -0.441
N 0.544 0.854 -0.107
C -0.732 0.544 0.199
N -1.409 -0.760 0.461
H 1.256 -0.635 -1.493
H 2.438 -0.090 -0.299
H 1.192 -1.166 0.209
H -1.406 1.397 0.336
H -1.017 -0.565 -0.624
H -0.805 -1.315 1.096